(1)
Formula: C41H37Cl5F3N4O3S3SiYb
Source: the OMol25 dataset
Level of theory: ωB97M-V/def2-TZVPD

The highest occupied orbital energy (alpha / beta) is -0.03067 / -0.03062 Eh. Its net charge is -2. The spin multiplicity is 2. The value obtained for the LUMO energy (alpha / beta) is 3.6 / 3.6 eV.

Atoms and positions in Å:
Yb 0.22 -0.28 -0.44
C 3.57 1.25 1.18
C 2.46 1.73 0.37
N 1.21 1.57 0.86
N 0.47 2.67 0.98
C -0.75 2.55 1.54
S -1.56 1.11 1.85
S -1.36 4.02 2.33
C -0.71 5.37 1.28
C -1.65 5.49 0.10
C -1.15 6.03 -1.09
C -2.06 6.30 -2.11
C -3.40 6.05 -1.93
C -3.89 5.45 -0.81
C -3.01 5.15 0.20
C 2.60 2.28 -1.00
C 3.59 3.27 -1.14
C 3.74 3.90 -2.34
C 2.85 3.56 -3.44
C 1.83 2.67 -3.24
C 1.67 1.97 -2.00
O 0.68 1.14 -1.93
H 3.41 0.08 1.59
H 3.69 1.86 2.09
H 4.52 1.18 0.70
H 0.33 5.19 0.92
H -0.64 6.29 1.84
H -0.10 6.24 -1.29
H -1.70 6.72 -3.07
H -4.08 6.37 -2.72
H -4.93 5.19 -0.69
H -3.29 4.56 1.09
H 4.28 3.49 -0.28
H 4.50 4.62 -2.45
H 3.07 3.99 -4.44
H 1.11 2.35 -4.02
Cl 3.75 -5.53 -5.17
C 3.00 -4.32 -4.20
C 1.89 -4.61 -3.39
Cl 1.31 -6.23 -3.32
C 1.30 -3.54 -2.72
Cl -0.25 -3.68 -2.00
C 1.93 -2.26 -2.52
O 1.62 -1.48 -1.59
C 3.08 -1.95 -3.38
Cl 4.06 -0.57 -3.13
C 3.59 -3.01 -4.20
Cl 4.92 -2.65 -5.29
C -2.21 -3.14 0.52
S -0.87 -3.09 1.84
C -1.74 -2.25 3.17
O 0.22 -2.20 1.23
H -3.12 -3.41 1.03
H -1.91 -3.96 -0.09
H -2.35 -2.19 0.02
H -2.74 -2.68 3.32
H -1.77 -1.13 3.03
H -1.12 -2.53 4.06
N 0.03 -0.78 7.08
C 1.35 -0.46 7.35
C 2.09 -0.84 6.23
C 1.13 -1.29 5.29
N -0.15 -1.22 5.81
H -0.81 -0.53 7.58
H 1.73 -0.18 8.34
H 3.15 -0.80 6.01
H 1.25 -1.65 4.27
F -8.52 1.23 -4.25
C -7.61 0.55 -4.98
F -7.59 1.18 -6.23
F -8.18 -0.70 -5.19
C -6.24 0.41 -4.41
C -5.75 -0.89 -4.04
C -4.73 -1.00 -3.15
C -4.09 0.17 -2.60
C -4.52 1.45 -3.01
C -5.53 1.51 -3.96
C -3.14 -0.05 -1.61
C -2.23 -0.43 -0.85
H -6.27 -1.79 -4.29
H -4.37 -2.01 -2.82
H -4.05 2.40 -2.67
H -5.76 2.45 -4.39
C 2.52 -4.12 4.54
Si 3.42 -3.89 2.85
C 2.42 -4.52 1.48
C 5.08 -4.74 3.21
C 3.57 -2.10 2.51
C 3.53 -0.98 2.04
H 2.75 -5.18 4.76
H 1.43 -4.00 4.56
H 2.93 -3.51 5.34
H 1.86 -3.70 1.10
H 1.75 -5.34 1.85
H 3.05 -4.96 0.66
H 5.58 -4.97 2.27
H 5.04 -5.61 3.87
H 5.77 -4.07 3.76

Partial atomic charges computed with the Löwdin method, in multiples of e: 1.604, -0.123, -0.299, -0.182, -0.101, -1.192, 0.466, 0.811, -0.424, -0.286, -0.042, -0.112, -0.151, -0.115, -0.081, -0.140, -0.061, -0.128, -0.108, -0.042, -0.397, -0.228, -0.144, 0.097, 0.059, 0.080, 0.069, 0.114, 0.103, 0.097, 0.099, 0.068, 0.118, 0.059, 0.093, 0.114, 0.609, -0.730, -0.716, 0.650, -0.601, 0.767, -0.459, -0.221, -0.592, 0.728, -0.665, 0.598, -0.255, 0.869, -0.279, -0.671, 0.037, -0.031, -0.041, 0.050, -0.009, 0.011, -0.068, -0.118, -0.083, -0.136, 0.025, 0.139, 0.098, 0.094, 0.081, 0.128, -0.496, 0.064, 0.069, -0.139, -0.030, -0.029, -0.250, 0.003, -0.040, -0.164, -0.162, 0.099, 0.132, 0.127, 0.105, -0.197, 0.414, -0.197, -0.198, -0.191, 0.012, 0.014, 0.017, 0.006, -0.025, 0.044, 0.056, 0.008, 0.012, 0.032

(2)
Formula: C5H9N2
Source: the OMol25 dataset
Level of theory: ωB97M-V/def2-TZVPD

The highest occupied orbital energy is -0.49546 Eh. Its net charge is +1. The value obtained for the LUMO energy is -4.4 eV.

Atoms and positions in Å:
C 0.56 0.98 0.27
C -1.85 -0.01 0.58
C -0.88 1.01 -0.14
C -0.76 -0.06 -1.25
C 2.54 -0.29 -0.18
N 1.11 0.01 -0.36
N -1.49 -1.01 -0.38
H 1.20 1.70 0.99
H -1.71 -0.22 1.61
H -2.94 0.26 0.52
H -1.21 2.08 -0.47
H 3.07 -0.81 -1.12
H 2.61 -1.01 0.57
H 3.02 0.54 0.13
H -1.02 -1.72 0.15
H -2.24 -1.44 -0.91

Partial atomic charges computed with the Löwdin method, in multiples of e: -0.101, -0.090, -0.231, 0.152, -0.032, -0.005, 0.033, 0.191, 0.121, 0.157, 0.180, 0.155, 0.068, 0.038, 0.183, 0.181

(3)
Formula: C3H4O3
Source: the OMol25 dataset
Level of theory: ωB97M-V/def2-TZVPD

The highest occupied orbital energy is -0.35163 Eh. The value obtained for the LUMO energy is -0.2 eV.

Atoms and positions in Å:
O 2.02 -1.14 -0.36
C 0.91 -0.86 -0.02
C 0.49 0.61 0.15
O -0.85 0.68 0.68
C -1.90 0.77 -0.08
O -0.03 -1.78 0.21
H 0.52 1.10 -0.83
H 1.18 1.11 0.84
H -1.52 0.87 -1.14
H -0.83 -1.36 0.55

Partial atomic charges computed with the Löwdin method, in multiples of e: 0.131, -0.505, -0.065, -0.191, 0.081, 0.139, 0.136, 0.146, 0.023, 0.104

(4)
Formula: C4H5O2P
Source: the OMol25 dataset
Level of theory: ωB97M-V/def2-TZVPD

The highest occupied orbital energy is -0.31126 Eh. Its SMILES is O=C=C/C=C\PO. The value obtained for the LUMO energy is 0.4 eV.

Atoms and positions in Å:
O -0.96 1.95 -3.50
C -0.66 1.46 -2.47
C -0.49 0.90 -1.30
C 0.54 -0.05 -0.97
C 0.58 -0.62 0.26
P -0.48 -0.34 1.66
O 0.44 -0.84 2.94
H -1.45 0.92 -0.72
H 1.32 0.06 -1.71
H 1.22 -1.44 0.61
H -0.94 -1.63 1.60
H 0.87 -0.37 3.60

Partial atomic charges computed with the Löwdin method, in multiples of e: 0.170, -0.161, -0.151, -0.186, -0.349, 0.796, -0.369, 0.128, 0.111, 0.060, -0.052, 0.004

Here are the calculated E_tot numbers, same order: -197894.10214; -8298.44609; -9315.02329; -17610.34205 (eV).